No. 1
Computed, not measured: C60H50BCaIN11O2 as an isolated structure in a non-equilibrium geometry, with wB97M-V/def2-TZVPD.

Structure (XYZ):
```
126
Properties=species:S:1:pos:R:3
Ca 0.32 0.78 -0.32
C -4.11 0.43 0.20
C -3.48 -0.87 0.64
N -4.18 -1.65 1.44
C -3.66 -2.82 1.85
C -2.48 -3.33 1.36
C -1.95 -4.64 1.86
O -0.77 -4.51 2.67
C -1.77 -2.56 0.43
C -0.66 -3.20 -0.33
N -0.26 -2.84 -1.48
C 0.61 -3.72 -2.17
C 0.48 -5.11 -2.08
C 1.29 -5.97 -2.81
C 2.27 -5.46 -3.66
C 2.40 -4.08 -3.78
C 1.58 -3.23 -3.05
I 1.85 -1.19 -3.35
C -2.17 -1.24 0.19
O -1.36 -0.42 -0.39
H -4.96 0.22 -0.45
H -3.40 1.06 -0.34
H -4.47 0.99 1.07
H -4.24 -3.39 2.58
H -1.74 -5.32 1.03
H -2.70 -5.12 2.49
H -0.20 -3.83 2.29
H -0.24 -4.11 0.11
H -0.32 -5.52 -1.47
H 1.15 -7.04 -2.72
H 2.91 -6.12 -4.23
H 3.15 -3.67 -4.44
C -0.41 3.64 -5.65
C -0.70 2.45 -4.79
C -1.27 1.25 -5.15
C -1.36 0.51 -3.96
N -0.84 1.19 -2.93
N -0.46 2.39 -3.46
B 0.16 3.48 -2.56
N 1.63 3.14 -2.18
N 1.99 2.09 -1.38
C 3.32 2.01 -1.45
C 3.84 3.01 -2.27
C 2.73 3.71 -2.72
C 2.71 4.91 -3.61
C 4.09 0.99 -0.70
C 5.06 0.25 -1.38
C 5.79 -0.73 -0.72
C 5.55 -0.98 0.63
C 4.59 -0.25 1.31
C 3.86 0.73 0.65
N -0.76 3.75 -1.33
N -0.93 2.89 -0.26
C -1.82 3.48 0.54
C -2.25 4.69 -0.01
C -1.56 4.83 -1.19
C -1.65 5.92 -2.20
C -2.25 2.92 1.85
C -2.88 3.76 2.76
C -3.32 3.29 3.99
C -3.14 1.95 4.33
C -2.50 1.10 3.43
C -2.07 1.58 2.21
C -1.99 -0.83 -3.83
C -1.62 -1.87 -4.67
C -2.24 -3.11 -4.58
C -3.26 -3.31 -3.65
C -3.66 -2.26 -2.83
C -3.03 -1.03 -2.93
H -0.90 3.51 -6.61
H 0.66 3.77 -5.83
H -0.78 4.57 -5.20
H -1.63 0.96 -6.13
H 0.21 4.50 -3.19
H 4.87 3.21 -2.49
H 3.73 5.21 -3.83
H 2.20 5.75 -3.14
H 2.20 4.71 -4.55
H 5.22 0.42 -2.44
H 6.53 -1.31 -1.26
H 6.11 -1.76 1.14
H 4.38 -0.46 2.35
H 3.08 1.28 1.17
H -2.99 5.38 0.38
H -2.38 6.65 -1.87
H -1.96 5.55 -3.18
H -0.70 6.43 -2.34
H -3.02 4.81 2.52
H -3.81 3.96 4.68
H -3.48 1.57 5.28
H -2.36 0.06 3.67
H -1.59 0.90 1.52
H -0.81 -1.72 -5.39
H -1.92 -3.92 -5.22
H -3.74 -4.28 -3.57
H -4.45 -2.40 -2.10
H -3.33 -0.20 -2.30
N 0.27 -3.25 9.41
C 0.40 -2.76 8.37
C 0.56 -2.15 7.06
C -0.35 -2.41 6.05
C -0.18 -1.83 4.80
C 0.90 -0.98 4.56
C 1.81 -0.73 5.57
C 1.65 -1.31 6.82
C 1.07 -0.40 3.19
C 1.38 -1.32 2.18
C 1.86 -2.64 2.43
C 2.36 -3.10 1.23
C 2.15 -2.05 0.30
N 1.54 -1.00 0.83
C 0.95 0.99 3.09
C 0.81 1.91 4.17
C 0.84 3.17 3.63
C 0.96 2.98 2.22
N 1.02 1.70 1.88
H -1.19 -3.06 6.23
H -0.89 -2.03 4.01
H 2.66 -0.08 5.38
H 2.37 -1.12 7.61
H 1.88 -3.15 3.38
H 2.82 -4.06 1.02
H 2.43 -2.06 -0.75
H 0.68 1.65 5.21
H 0.74 4.12 4.14
H 0.98 3.75 1.46
```

energy relative to the best compared isomer or geometry (same formula, charge and spin)	3.5	kcal per mole
highest occupied orbital energy	-4.90	eV
net charge	-1

***

No. 2
Computed, not measured: an isolated ion of composition C34H28F2OP and charge +1 in a non-equilibrium geometry, with wB97M-V/def2-TZVPD.

Structure (XYZ):
```
66
Properties=species:S:1:pos:R:3
F 3.96 -4.31 -2.76
C 3.44 -3.84 -1.58
C 3.87 -4.41 -0.39
C 3.22 -3.99 0.78
C 2.27 -2.96 0.73
C 2.10 -2.20 -0.44
C 1.67 -0.69 -0.36
C 1.42 -0.08 -1.77
C 0.39 0.78 -2.12
C 0.10 1.10 -3.45
C 0.94 0.66 -4.47
C 2.09 -0.01 -4.08
F 2.95 -0.47 -5.05
C 2.41 -0.27 -2.75
C 2.49 -2.82 -1.64
H 4.65 -5.17 -0.38
H 3.46 -4.44 1.74
H 1.68 -2.76 1.63
H 2.64 -0.19 -0.11
H -0.21 1.28 -1.36
H -0.79 1.70 -3.66
H 0.74 0.90 -5.51
H 3.37 -0.73 -2.51
H 2.13 -2.51 -2.61
C 2.83 -0.59 2.46
C 1.62 0.16 1.97
C 0.81 -0.43 0.76
P -0.84 0.49 0.76
C -1.83 0.24 2.26
C -1.59 1.06 3.38
C -2.49 1.07 4.45
C -3.62 0.25 4.42
C -3.83 -0.60 3.33
C -2.93 -0.63 2.26
C -0.63 2.30 0.67
C -1.71 3.15 0.99
C -1.56 4.53 0.94
C -0.35 5.10 0.54
C 0.72 4.28 0.19
C 0.59 2.89 0.26
C -1.89 -0.17 -0.56
C -2.80 0.69 -1.21
C -3.45 0.26 -2.37
C -3.24 -1.03 -2.85
C -2.43 -1.92 -2.14
C -1.78 -1.51 -0.98
O 1.32 1.23 2.50
H 3.51 -0.86 1.65
H 3.36 0.03 3.19
H 2.51 -1.51 2.97
H 0.37 -1.38 1.12
H -0.71 1.69 3.40
H -2.30 1.73 5.29
H -4.33 0.28 5.24
H -4.71 -1.25 3.31
H -3.10 -1.30 1.42
H -2.66 2.71 1.31
H -2.41 5.17 1.22
H -0.24 6.19 0.49
H 1.67 4.70 -0.14
H 1.44 2.27 -0.01
H -2.97 1.70 -0.84
H -4.11 0.95 -2.90
H -3.73 -1.36 -3.77
H -2.31 -2.95 -2.48
H -1.18 -2.22 -0.41
```

energy relative to the best compared isomer or geometry (same formula, charge and spin)	3.4	kcal per mole
highest occupied orbital energy	-11.60	eV
net charge	+1

***

The records above give, respectively, E_tot values of -110743.1382; -52476.2118 eV.